1.
ORCA calculation (the ωB97M-V functional and the def2-TZVPD basis) on the ion C5H11NO2 with charge -2 at a distorted geometry.

- SMILES: C[C@@H](CC[O-])NC[O-]
- LUMO level: 0.25405 hartree
- HOMO level: 0.6689 eV
- Total charge: -2
- Frontier orbital gap: 0.229 hartree

Geometry as XYZ:
```
19
Properties=species:S:1:pos:R:3:forces:R:3
H 0.027 -2.796 0.280 0.7 0.1 1.0
H 1.949 1.361 -0.330 0.1 -0.2 -0.3
H -1.858 2.328 0.874 0.5 2.1 1.5
N 1.447 -0.747 -0.015 -0.9 1.6 -3.6
H -1.470 -1.883 0.663 -2.5 -0.3 1.2
H -1.394 0.127 1.645 1.0 -0.1 -0.6
H 2.045 0.249 -1.819 -0.7 0.4 0.2
O 3.575 0.020 -0.548 0.4 1.1 0.2
H -0.826 -2.270 -1.049 -0.9 0.1 1.4
H 0.007 1.280 1.323 0.2 -1.0 0.0
C 2.295 0.364 -0.732 0.7 -2.4 0.5
H -1.263 1.966 -0.759 1.6 1.0 -1.0
C 0.010 -0.523 -0.141 -1.3 -0.6 1.9
O -2.918 1.142 -0.205 -1.3 -1.0 -0.3
H -0.270 -0.103 -1.143 0.5 -0.7 0.6
C -0.690 0.538 0.863 -0.8 0.9 -1.0
H 1.704 -0.643 0.911 0.7 0.1 2.4
C -0.662 -2.007 0.053 2.3 1.9 -4.5
C -1.709 1.600 0.132 -0.5 -3.0 0.2
```
Forces are in eV/Å.

2.
ORCA calculation (the ωB97M-V functional and the def2-TZVPD basis) on a structure of composition C28H40As3BaIN3S2 at a distorted geometry.

- LUMO level: 0.05883 hartree
- HOMO level: -3.1897 eV
- Total charge: -1
- Frontier orbital gap: 0.176 hartree

Geometry as XYZ:
```
78
Properties=species:S:1:pos:R:3:forces:R:3
C 3.004 -1.230 -0.403 -0.2 0.1 0.3
H 0.250 1.631 3.560 0.0 0.0 0.0
N -2.232 -2.604 -1.480 0.3 -0.1 0.0
H -7.986 1.738 1.397 0.1 0.0 0.0
N -2.188 0.065 -1.348 0.0 1.6 0.3
H 4.083 1.327 -0.385 0.0 0.0 0.0
C -6.203 2.438 2.393 0.2 -0.1 0.0
H 0.833 -3.017 -1.911 0.0 -0.1 -0.1
C 3.639 1.035 0.568 0.1 0.0 0.0
H 1.663 1.721 -1.556 0.0 0.0 0.0
C -4.874 2.144 2.669 0.0 0.1 0.1
H 6.154 1.850 -0.219 0.1 0.0 0.0
H 0.650 0.910 -2.756 0.0 0.0 0.0
H 1.037 2.118 2.066 0.0 0.0 0.0
H -6.645 3.353 2.770 0.0 0.0 0.0
C 3.016 -0.823 2.144 -0.3 0.0 -0.3
C -3.110 -3.709 -3.861 -0.1 0.3 -0.2
H 2.618 1.419 0.582 0.0 -0.1 0.0
H 7.865 1.476 -0.537 0.0 0.1 0.0
H 3.088 -1.897 2.324 0.0 -0.1 0.0
N -2.777 -0.390 -2.313 -0.6 -1.4 -1.1
H -0.634 1.765 -0.026 0.0 0.0 -0.1
H 2.041 1.719 3.487 0.0 0.0 0.0
H -4.469 1.343 -1.872 0.0 0.0 0.0
I 0.487 -3.832 1.193 0.5 -0.7 0.1
C 3.674 -0.482 0.776 -0.3 -0.1 0.0
S -2.499 0.795 2.605 -0.3 0.1 0.2
C 1.525 0.799 -2.116 0.0 -0.2 0.2
H -3.352 5.062 -0.057 0.0 0.0 0.0
C 5.763 -0.385 -2.124 0.0 0.1 -0.2
H -5.023 3.687 -1.259 0.0 0.0 0.0
C -3.739 1.981 -1.396 -0.4 0.3 0.1
H -4.281 2.836 3.257 0.0 0.0 0.0
H 2.404 0.607 -2.734 0.0 0.0 0.0
C -2.666 -4.516 -2.833 0.1 -0.2 0.2
H -2.650 -5.594 -2.920 0.0 0.0 0.0
C -6.944 1.543 1.631 0.1 -0.1 0.0
C 5.123 -1.000 0.896 -0.1 0.1 0.1
H 5.385 -1.323 -2.529 0.0 0.0 0.0
H -0.066 -0.900 4.580 0.0 0.0 0.0
C -1.878 3.517 -0.007 0.2 -0.2 0.0
H 0.085 -1.777 -2.952 0.0 0.0 0.0
C 0.926 -1.152 4.211 0.1 0.0 -0.1
H 6.568 -0.033 -2.771 0.0 0.0 -0.1
H 1.852 -1.995 -2.978 0.0 -0.1 0.0
As 1.083 -0.440 2.401 1.7 1.1 1.3
C -6.331 0.382 1.173 -0.1 0.0 -0.1
H 1.035 -2.233 4.156 0.0 0.0 0.1
H 7.208 1.271 1.091 0.0 0.0 0.0
S -4.339 -1.444 0.749 0.0 0.5 0.1
H -3.487 -1.637 -4.416 0.0 0.0 0.0
C 6.981 1.185 0.028 0.0 0.1 0.0
H 1.691 -0.709 4.850 0.0 -0.1 0.0
C -4.043 3.285 -1.039 0.1 -0.1 0.0
C 1.131 1.473 2.938 0.0 -0.3 -0.1
H -3.458 -4.136 -4.793 0.0 0.0 0.0
H 5.090 -2.083 1.013 -0.1 -0.1 0.0
H -1.868 -4.510 -0.818 0.0 0.0 0.0
Ba -1.192 -1.170 0.726 -4.1 -1.2 1.5
C 0.957 -2.031 -2.354 0.2 0.1 0.2
H 3.601 -1.131 -1.308 0.0 0.0 0.0
H 4.184 1.540 1.371 0.0 0.0 0.0
H 3.555 -0.306 2.941 0.1 0.0 0.0
C -2.234 -3.924 -1.653 0.0 0.2 0.0
C -2.665 -1.849 -2.472 -0.1 1.5 0.2
C -3.105 4.050 -0.357 -0.1 0.1 0.0
C -1.578 2.200 -0.333 0.0 0.3 -0.1
H 2.915 -2.291 -0.159 0.1 -0.1 0.0
C -4.238 0.985 2.210 0.5 -0.1 -0.1
H -6.903 -0.322 0.576 0.1 0.0 0.0
As 6.589 -0.686 -0.379 0.2 -0.2 0.1
C -3.121 -2.332 -3.671 -0.2 -0.4 -0.5
H 4.965 0.355 -2.107 0.0 0.0 0.0
C -4.987 0.066 1.433 0.1 -0.2 -0.1
H -1.166 4.096 0.568 0.0 0.0 0.0
H 5.557 -0.615 1.825 0.0 0.0 0.1
As 1.156 -0.726 -0.898 2.1 0.7 -1.7
C -2.503 1.468 -1.056 0.4 -1.2 -0.4
```
Forces are in eV/Å.

3.
ORCA calculation (the ωB97M-V functional and the def2-TZVPD basis) on the molecule H3O2PS2 at a distorted geometry.

- SMILES: OP(O)(=S)S
- LUMO level: 0.00454 hartree
- HOMO level: -9.3967 eV
- Total charge: 0
- Frontier orbital gap: 0.350 hartree

Geometry as XYZ:
```
8
Properties=species:S:1:pos:R:3:forces:R:3
O -0.270 1.235 -0.264 1.0 0.2 0.4
S 0.777 -1.581 -0.081 0.1 1.8 0.0
S -2.637 -0.373 -0.477 2.5 -0.1 2.0
H -1.323 0.344 2.227 1.6 -0.2 0.6
O -0.394 0.054 1.951 -3.1 0.4 -0.5
P -0.741 -0.129 0.384 -0.7 -1.1 -2.0
H -0.175 -2.448 -0.079 -1.0 -1.3 -0.1
H -1.004 1.496 -0.820 -0.4 0.4 -0.6
```
Forces are in eV/Å.

4.
ORCA calculation (the ωB97M-V functional and the def2-TZVPD basis) on a cluster of 2 separate species, C2H7NO in total at a distorted geometry.

- LUMO level: -0.06166 hartree
- HOMO level: -7.3573 eV
- Total charge: 0
- Frontier orbital gap: 0.209 hartree

Geometry as XYZ:
```
11
Properties=species:S:1:pos:R:3:forces:R:3
H -0.191 0.671 0.877 -2.2 1.3 1.3
H -0.301 0.379 -2.050 1.5 1.7 1.0
C 0.122 -1.035 -0.548 1.4 2.6 -1.0
H 1.377 0.482 0.351 -0.7 -0.8 -0.6
O -1.083 1.658 1.867 1.0 -0.9 -0.9
N 0.511 -0.061 0.524 -0.1 -0.5 1.4
H -0.522 -1.863 -0.272 1.4 -0.8 0.2
H 0.967 -0.764 -2.592 -0.7 -1.7 -1.0
H -1.977 1.510 2.194 0.2 -0.1 -0.2
C 0.382 -0.426 -1.773 -1.3 -1.1 0.5
H 0.715 -0.552 1.421 -0.5 0.2 -0.7
```
Forces are in eV/Å.

5.
ORCA calculation (the ωB97M-V functional and the def2-TZVPD basis) on the ion C11H17NO5P with charge +1 at a distorted geometry.

- SMILES: C#C[C@]1(OC[C@@H](C)O)C=[NH+][C@H](P(=O)(O)O)[C@@H]1C=C
- LUMO level: -0.18292 hartree
- HOMO level: -12.0319 eV
- Total charge: +1
- Frontier orbital gap: 0.259 hartree

Geometry as XYZ:
```
35
Properties=species:S:1:pos:R:3:forces:R:3
O 3.835 -0.932 0.683 -2.4 1.2 -1.3
H -1.947 -2.366 -1.205 -0.9 0.7 -0.5
C 0.161 0.327 3.520 0.8 0.5 -0.8
H -2.778 -1.961 -2.780 -0.1 0.2 1.4
H 0.694 -3.176 0.566 -0.4 1.7 -1.0
C 1.196 0.319 2.546 -1.3 0.0 0.5
H -1.897 0.188 -2.052 -0.5 -0.3 1.1
O 4.493 0.938 -0.971 -2.2 -0.9 1.4
H 2.792 2.265 0.860 -0.5 -0.8 -1.3
C 0.449 -2.135 0.208 -0.3 0.7 1.1
H -3.496 0.618 0.486 1.4 -0.5 -0.4
H 2.151 -0.227 2.809 -1.5 -0.6 -1.4
H 3.062 -1.418 1.049 0.6 0.1 -0.1
O -3.956 0.341 -1.896 0.7 -0.4 0.4
O 2.564 -0.522 -1.769 0.6 0.1 2.7
C -2.809 -1.794 -1.652 0.3 0.2 -0.1
C 0.946 1.117 1.225 0.0 2.1 1.3
C 2.159 1.518 0.289 -0.2 -0.9 0.9
H -0.151 1.293 4.039 -0.8 -1.0 -1.9
N 1.483 2.020 -0.959 -1.6 -0.9 1.8
C -2.528 0.105 0.165 -2.2 -0.1 -0.3
O -1.468 1.040 0.481 0.8 -1.7 -0.1
C -0.168 0.565 0.182 1.7 0.3 0.3
P 3.302 0.195 -0.421 4.3 0.1 -2.2
H -0.329 1.817 -1.930 0.4 -0.6 1.3
C 0.136 -0.955 0.135 -0.3 0.0 -0.6
C 0.285 1.508 -1.033 0.7 -0.1 -1.5
C -2.711 -0.217 -1.381 -0.6 -1.7 -0.8
H 0.487 2.112 1.557 0.5 -1.0 -0.4
H 1.921 2.661 -1.635 -0.3 -0.4 0.3
H -3.779 -2.215 -1.235 1.2 0.6 -0.5
H -0.377 -0.612 3.839 1.8 0.8 0.8
H -2.499 -0.850 0.789 0.5 1.2 -0.9
H -4.351 -0.318 -2.507 0.4 0.6 0.6
H 3.121 -1.304 -1.995 -0.5 0.6 0.0
```
Forces are in eV/Å.

6.
ORCA calculation (the ωB97M-V functional and the def2-TZVPD basis) on the molecule CHFIPS at a distorted geometry.

- SMILES: FC(=S)PI
- LUMO level: -0.04724 hartree
- HOMO level: -9.2643 eV
- Total charge: 0
- Frontier orbital gap: 0.293 hartree

Geometry as XYZ:
```
6
Properties=species:S:1:pos:R:3:forces:R:3
S 1.268 -1.437 0.861 0.0 0.4 0.2
H -1.180 -0.975 -0.533 0.0 -1.8 0.0
P -1.070 0.161 0.173 -2.7 1.6 0.3
C 0.585 0.008 0.636 3.0 -1.3 0.3
I -0.879 1.115 -2.008 0.1 1.0 -0.8
F 1.277 1.129 0.871 -0.5 0.1 0.0
```
Forces are in eV/Å.

7.
ORCA calculation (the ωB97M-V functional and the def2-TZVPD basis) on a structure of composition C44H39CrF6N2O6PS2Si at a distorted geometry.

- LUMO level (spin up / spin down): -0.19150 / -0.13413 hartree
- Expectation value of S²: 3.876
- HOMO level (spin up / spin down): -10.8893 / -10.8893 eV
- Total charge: +1
- Frontier orbital gap (spin up / spin down): 0.209 / 0.266 hartree
- 2S+1: 4

Geometry as XYZ:
```
102
Properties=species:S:1:pos:R:3:forces:R:3
H -0.576 6.292 -2.736 0.0 0.0 0.0
C -0.615 5.512 -1.990 -0.1 -0.4 0.1
H -3.488 -0.948 -1.762 0.2 0.9 0.0
H -5.631 2.819 2.265 -0.1 0.1 0.2
F -3.605 -2.026 0.772 0.4 -0.2 -0.2
C 2.731 -6.135 -1.088 0.2 1.0 0.0
H 4.332 -0.909 4.986 -0.1 -0.2 -0.1
P 1.965 -1.673 -0.209 0.1 -0.1 0.1
S -1.211 -4.016 -1.474 0.2 -3.4 0.7
H -0.954 3.389 4.063 -0.1 0.0 0.1
C -1.556 0.243 -3.071 0.7 -0.2 0.0
Cr -0.482 -0.997 -0.372 1.0 1.4 1.2
C 0.086 3.386 3.773 0.4 -0.6 -1.2
H 3.766 3.500 2.569 0.1 0.0 0.4
H 4.678 -1.383 -0.759 -0.4 0.2 -0.1
C -3.588 2.573 1.784 0.7 -0.3 0.1
C 2.759 -0.388 3.623 -0.3 0.1 -0.9
H -1.168 1.986 -4.306 0.2 -0.1 -0.1
H -4.277 0.857 -3.964 0.0 -0.4 0.0
C 0.471 2.765 2.558 -0.5 0.0 0.1
O -1.245 -4.436 2.473 -0.2 1.3 -1.0
F -3.986 -3.572 -1.833 0.8 0.3 0.3
C 4.406 0.844 -3.247 -0.1 0.2 -0.4
C 3.024 0.885 -3.386 -0.4 0.1 0.1
H -1.909 -0.757 -3.349 0.0 0.1 0.1
H -1.160 0.396 -5.211 0.0 0.6 0.4
C 2.783 -3.820 -1.797 -0.1 -0.6 -0.3
C -1.504 5.613 -0.922 0.0 0.1 -0.5
C 2.222 -0.580 2.337 -0.3 0.0 0.1
H 2.117 2.357 1.256 0.0 0.2 0.1
C -0.754 3.499 -0.055 -0.4 -1.1 0.9
H 2.006 -6.451 0.901 0.0 -0.2 0.3
C 4.175 -0.731 -1.477 -0.5 -0.2 0.6
H -4.427 2.256 -2.960 0.3 0.0 0.1
H -2.168 6.454 -0.856 -0.1 0.4 0.0
C 4.978 0.078 -2.249 0.6 0.0 -0.4
C 2.850 -1.444 1.409 -1.5 1.1 0.4
S -1.476 -3.572 1.341 0.0 -2.5 1.8
O -0.832 -2.619 -1.650 -0.2 1.6 0.4
C 3.003 -5.175 -2.068 -0.2 0.0 0.7
C -4.696 1.428 3.612 0.0 0.3 0.0
C -4.708 2.332 2.553 -0.6 0.0 -0.3
N -0.362 0.032 -2.149 1.1 -0.4 -0.8
H 3.133 4.474 4.837 0.0 0.2 0.0
H -2.261 4.775 0.867 0.1 -0.2 -0.1
C 0.193 4.386 -2.090 0.4 0.2 -0.3
C 2.770 -0.711 -1.564 0.3 0.8 0.1
H -4.468 0.461 -1.406 0.3 -0.1 0.5
H 2.933 -7.176 -1.294 -0.2 -0.1 0.1
F -2.728 -3.843 -3.590 0.0 0.2 0.6
C -2.346 1.101 3.218 -0.3 -0.6 0.6
H 0.896 4.287 -2.926 -0.2 0.1 0.3
C 2.164 0.171 -2.527 1.1 -1.2 0.7
C -2.379 1.930 2.106 0.2 0.3 -0.3
H 1.672 -4.055 1.401 0.0 -0.1 0.3
H -2.214 1.895 -1.916 -0.2 -0.3 -0.1
O -0.271 0.657 0.660 0.2 -2.8 -1.6
C -0.924 0.923 -4.269 0.9 -0.2 -0.7
H 2.288 0.342 4.266 -0.1 -0.1 0.1
C 0.139 3.403 -1.105 -0.2 0.3 -0.6
C 2.059 -4.379 0.449 -0.2 0.2 -0.8
C -1.591 4.620 0.029 0.5 -0.2 0.2
H 6.064 0.085 -2.084 -0.5 -0.1 -0.2
N -1.269 -4.506 0.071 -0.8 1.6 -1.4
C -3.420 0.127 -1.446 -0.5 -0.4 0.1
C -3.694 1.622 -3.463 0.5 0.1 -0.4
H 4.484 -2.826 1.126 -0.2 0.1 0.4
C 2.259 -5.718 0.162 0.0 -0.1 -0.3
H 1.266 -0.078 2.083 0.9 -0.3 0.1
H 5.031 1.386 -3.960 -0.2 0.0 0.4
H 2.994 -3.110 -2.591 -0.1 0.1 0.2
C 1.805 2.844 2.183 0.1 -0.4 -0.1
H -3.021 0.139 -0.414 -0.1 0.2 -0.3
C 2.760 3.455 2.975 0.1 0.4 0.0
C 1.046 3.987 4.563 0.0 0.3 0.3
H -3.214 2.213 -4.270 -0.3 -0.2 0.6
O -0.763 -2.288 1.365 0.2 1.0 -1.5
O -0.421 -4.980 -2.193 -0.8 1.1 0.4
H -3.461 0.098 4.772 0.0 0.2 -0.1
H 2.566 1.497 -4.162 0.3 -0.2 0.2
F -4.060 -4.096 1.269 0.5 0.4 0.0
H 5.316 -2.560 3.447 -0.2 0.3 -0.3
F -3.452 -2.704 2.828 0.4 -0.2 -1.0
C 0.730 0.264 -2.830 -1.4 1.3 -1.4
F -3.261 -5.524 -2.340 0.6 0.6 0.3
H -1.396 0.670 3.562 -0.3 0.0 -0.3
H -3.622 3.275 0.954 -0.2 -0.3 0.1
C 2.295 -3.423 -0.551 0.1 0.1 -0.4
C -2.683 1.042 -2.440 -0.2 0.0 0.3
C -3.262 -3.060 1.545 -0.9 -0.3 0.9
H -5.614 1.270 4.179 0.3 -0.1 -0.1
C 3.890 -1.081 4.009 -0.2 0.3 -0.2
H 0.706 4.436 5.486 0.2 0.1 0.2
C -2.939 -4.229 -2.322 -0.2 -0.8 -0.7
Si -0.714 2.073 1.246 -1.0 2.5 0.8
C 2.387 4.044 4.187 -0.1 -0.7 -0.5
C 3.977 -2.150 1.823 0.2 -0.2 -0.6
C 4.465 -1.964 3.106 0.7 -0.6 0.3
O 0.543 0.791 -4.103 -1.3 -1.0 2.1
C -3.503 0.809 3.948 0.2 -0.1 0.1
H 3.371 -5.482 -3.036 0.0 0.0 -0.1
H 0.773 2.531 -1.162 0.2 -0.1 -0.1
```
Forces are in eV/Å.